{"formula": "C4H6N2O", "method": "ωB97M-V/def2-TZVPD", "e_tot_ha": -340.609671, "charge": 0, "e_above_lowest_kj_mol": 486.35, "elements": ["H", "N", "C", "C", "C", "N", "O", "C", "H", "H", "H", "H", "H"], "positions_angstrom": [[-2.777, 1.494, 1.677], [-1.823, 1.245, 1.424], [-1.612, 1.470, 0.188], [-0.273, 1.275, -0.364], [0.677, 0.651, 0.296], [1.675, 0.070, 0.722], [2.090, -0.912, -0.234], [1.236, -2.020, -0.420], [-2.345, 1.903, -0.500], [0.029, 1.753, -1.294], [1.546, -2.419, -1.390], [1.406, -2.756, 0.371], [0.172, -1.753, -0.476]], "atomic_forces_ev_per_a": [[0.0, -0.1, 0.0], [-0.2, 0.1, -0.4], [0.0, 0.0, 0.2], [0.2, 0.1, 0.2], [0.3, -0.2, -0.1], [-0.4, 0.6, -0.5], [0.4, -0.3, 0.0], [-0.1, -0.3, 0.0], [0.0, -0.1, 0.1], [0.0, 0.3, 0.3], [-0.1, -0.1, 0.2], [-0.2, 0.0, -0.1], [0.2, 0.1, 0.0]], "mulliken_charge": [0.239, -0.561, -0.018, -0.619, 0.684, -0.449, -0.192, -0.504, 0.369, 0.340, 0.218, 0.225, 0.267]}

---

{"formula": "C4H6N2O", "method": "ωB97M-V/def2-TZVPD", "e_tot_ha": -340.625294, "charge": 0, "e_above_lowest_kj_mol": 445.33, "elements": ["C", "C", "C", "C", "N", "N", "O", "H", "H", "H", "H", "H", "H"], "positions_angstrom": [[-2.320, -0.078, 0.043], [-0.873, 0.014, -0.348], [0.180, 0.298, 0.385], [1.462, 0.561, 0.558], [2.444, -0.320, 0.987], [-0.671, -0.236, -1.792], [0.468, -0.185, -2.176], [-2.852, -0.708, -0.677], [-2.442, -0.498, 1.044], [-2.796, 0.910, 0.030], [1.786, 1.598, 0.470], [3.373, -0.065, 0.684], [2.242, -1.292, 0.793]], "atomic_forces_ev_per_a": [[-0.1, 0.0, 0.0], [0.1, 0.1, 0.2], [0.1, 0.0, -0.2], [-0.3, 0.1, 0.0], [0.0, -0.1, -0.1], [0.6, 0.1, -0.1], [-0.6, 0.0, 0.1], [0.1, 0.1, 0.1], [0.1, 0.1, -0.1], [0.1, -0.1, 0.0], [-0.1, -0.1, 0.0], [-0.1, 0.0, 0.1], [0.0, 0.1, 0.1]], "mulliken_charge": [-1.035, 0.375, 0.045, -0.282, -0.485, 0.011, -0.319, 0.356, 0.310, 0.223, 0.316, 0.241, 0.244]}

---

{"formula": "C4H6N2O", "method": "ωB97M-V/def2-TZVPD", "e_tot_ha": -340.559944, "charge": 0, "e_above_lowest_kj_mol": 616.90, "elements": ["N", "C", "O", "C", "C", "C", "N", "H", "H", "H", "H", "H", "H"], "positions_angstrom": [[-2.266, 0.696, -0.753], [-1.561, -0.098, -0.272], [-1.093, -1.121, 0.334], [0.249, -1.421, -0.021], [1.190, -0.400, 0.574], [1.030, 0.855, -0.131], [0.905, 1.963, -0.462], [-1.664, 1.908, -0.464], [-0.635, 2.337, -0.210], [0.295, -1.347, -1.103], [0.396, -2.432, 0.324], [0.949, -0.144, 1.609], [2.205, -0.796, 0.576]], "atomic_forces_ev_per_a": [[0.2, -1.4, 0.1], [-1.8, -0.4, -0.3], [-0.3, -0.2, 0.3], [0.3, -0.3, -0.1], [0.0, -0.1, 0.1], [0.8, 1.2, 0.1], [0.8, -1.0, -0.1], [3.5, 2.9, 0.9], [-3.9, 0.1, -0.8], [0.3, -0.4, -0.2], [0.3, -0.2, 0.1], [-0.1, -0.4, 0.1], [0.1, 0.2, -0.3]], "mulliken_charge": [-0.358, 0.367, -0.335, -0.460, -0.325, 0.124, -0.406, 0.116, 0.030, 0.380, 0.310, 0.228, 0.329]}

---

{"formula": "C4H6N2O", "method": "ωB97M-V/def2-TZVPD", "e_tot_ha": -340.694115, "charge": 0, "e_above_lowest_kj_mol": 264.64, "elements": ["N", "C", "C", "N", "C", "O", "C", "H", "H", "H", "H", "H", "H"], "positions_angstrom": [[-1.694, 0.861, -0.137], [-0.417, 0.428, -0.300], [-0.016, -0.910, 0.288], [1.285, -1.075, -0.329], [1.757, -0.019, -1.009], [0.066, -0.802, 1.691], [0.662, 0.966, -0.913], [-2.259, 0.420, 0.573], [-1.892, 1.835, -0.301], [-0.715, -1.728, 0.101], [1.847, -1.896, -0.164], [0.651, -0.046, 1.834], [0.725, 1.965, -1.333]], "atomic_forces_ev_per_a": [[0.0, 0.1, 0.1], [0.0, 0.0, -0.2], [0.0, 0.1, 0.0], [0.3, 0.0, -0.2], [-0.3, -0.1, 0.3], [0.0, 0.1, 0.1], [-0.1, 0.0, -0.2], [0.1, 0.0, 0.0], [0.0, -0.1, 0.0], [0.1, 0.0, -0.2], [-0.1, 0.1, 0.0], [0.0, -0.1, 0.3], [-0.1, -0.2, 0.0]], "mulliken_charge": [-0.437, 0.481, -0.253, 0.024, -0.571, -0.519, -0.472, 0.228, 0.238, 0.376, 0.155, 0.383, 0.367]}

---

{"formula": "C4H6N2O", "method": "ωB97M-V/def2-TZVPD", "e_tot_ha": -340.563428, "charge": 0, "e_above_lowest_kj_mol": 607.76, "elements": ["C", "C", "N", "C", "C", "N", "O", "H", "H", "H", "H", "H", "H"], "positions_angstrom": [[-1.351, -0.671, -0.741], [-0.010, -0.362, -0.708], [-0.918, -0.436, 1.288], [1.281, 0.587, 1.131], [0.432, 0.233, -1.879], [0.328, -0.209, 0.625], [-2.416, -0.919, -1.185], [-0.768, -0.884, 2.186], [-1.498, 0.407, 1.404], [1.991, 0.967, 0.418], [1.580, 0.432, 2.154], [1.093, 1.081, -1.855], [0.255, -0.228, -2.837]], "atomic_forces_ev_per_a": [[-1.8, -0.8, -1.5], [-1.4, 0.6, -1.0], [0.0, -0.2, 0.9], [0.8, 0.6, 0.0], [1.2, -0.1, -0.1], [-1.1, -0.4, 0.5], [1.7, 0.2, 1.0], [0.0, 0.0, -0.1], [0.7, -0.1, 0.1], [0.2, 0.0, -0.1], [-0.2, 0.1, 0.2], [0.2, 0.1, 0.1], [-0.2, 0.0, 0.0]], "mulliken_charge": [0.514, 0.483, -0.525, -0.601, -1.087, 0.066, -0.406, 0.250, 0.263, 0.233, 0.256, 0.261, 0.293]}

---

{"formula": "C4H6N2O", "method": "ωB97M-V/def2-TZVPD", "e_tot_ha": -340.751673, "charge": 0, "e_above_lowest_kj_mol": 113.52, "elements": ["C", "O", "C", "C", "N", "C", "N", "H", "H", "H", "H", "H", "H"], "positions_angstrom": [[2.295, 0.174, -0.249], [1.213, -0.389, -0.975], [-0.016, -0.146, -0.464], [-0.805, -1.070, 0.163], [-1.961, -0.389, 0.467], [-1.804, 0.886, 0.028], [-0.635, 1.071, -0.539], [2.685, 1.062, -0.757], [3.085, -0.580, -0.202], [1.991, 0.444, 0.769], [-0.640, -2.109, 0.396], [-2.775, -0.771, 0.920], [-2.582, 1.630, 0.134]], "atomic_forces_ev_per_a": [[0.3, 0.1, 0.2], [-0.1, -0.1, -0.1], [-0.1, -0.1, 0.1], [0.1, 0.0, -0.1], [-0.1, 0.0, 0.0], [-0.1, 0.1, 0.0], [0.0, -0.2, 0.1], [-0.1, -0.1, 0.1], [-0.1, 0.1, 0.0], [0.0, 0.0, -0.2], [-0.1, 0.1, 0.0], [0.1, 0.1, -0.1], [0.1, -0.1, 0.0]], "mulliken_charge": [-0.645, -0.398, 0.608, -0.559, -0.037, -0.197, -0.580, 0.241, 0.236, 0.327, 0.411, 0.177, 0.416]}

---

{"formula": "C4H6N2O", "method": "ωB97M-V/def2-TZVPD", "e_tot_ha": -340.719835, "charge": 0, "e_above_lowest_kj_mol": 197.11, "elements": ["C", "C", "N", "C", "N", "H", "H", "H", "H", "C", "O", "H", "H"], "positions_angstrom": [[0.861, 1.136, -2.173], [0.877, 0.008, -1.382], [0.061, 0.308, -0.320], [-0.408, 1.575, -0.503], [0.060, 2.107, -1.621], [1.386, 1.299, -3.115], [1.382, -0.953, -1.476], [-0.156, -0.308, 0.468], [-1.082, 2.058, 0.205], [-0.748, -1.814, 2.487], [-0.475, -1.102, 1.544], [-0.331, -2.845, 2.581], [-1.427, -1.469, 3.303]], "atomic_forces_ev_per_a": [[0.2, -0.2, -0.1], [-0.1, 0.4, -0.1], [0.1, 0.7, -0.7], [0.4, -0.3, -0.5], [-0.1, -0.2, 0.4], [-0.2, 0.0, 0.4], [-0.2, 0.5, 0.0], [0.4, 1.0, -1.4], [0.3, -0.2, -0.3], [0.1, 0.1, -0.2], [-0.9, -2.2, 2.9], [-0.2, 0.5, -0.1], [0.3, -0.1, -0.4]], "mulliken_charge": [-0.610, -0.155, -0.232, -0.024, -0.670, 0.347, 0.360, 0.598, 0.346, -0.099, -0.319, 0.229, 0.229]}

---

{"formula": "C4H6N2O", "method": "ωB97M-V/def2-TZVPD", "e_tot_ha": -340.606072, "charge": 0, "e_above_lowest_kj_mol": 495.79, "elements": ["C", "C", "C", "N", "C", "O", "N", "H", "H", "H", "H", "H", "H"], "positions_angstrom": [[-0.686, -1.607, -1.989], [-0.011, -0.457, -0.281], [0.042, 0.864, -0.238], [0.251, 1.420, 1.040], [0.516, 0.553, 2.011], [0.760, 1.239, 3.138], [-0.045, -1.612, -0.666], [-1.604, -1.007, -2.043], [-0.839, -2.631, -2.297], [0.062, -1.134, -2.644], [0.163, 1.450, -1.143], [0.369, 2.421, 1.134], [0.968, 0.581, 3.810]], "atomic_forces_ev_per_a": [[-0.3, -0.4, -0.5], [0.2, -0.3, -0.2], [0.1, 0.0, 0.1], [-0.1, -0.1, 0.4], [0.0, 0.7, -0.1], [-0.1, -0.2, 0.3], [0.4, 1.0, -0.1], [0.0, -0.3, 0.1], [-0.2, -0.1, -0.2], [-0.4, -0.3, -0.1], [0.5, -0.2, 0.2], [-0.2, 0.1, 0.2], [0.0, 0.1, 0.0]], "mulliken_charge": [-0.837, 0.419, -0.147, 0.124, -0.679, -0.376, -0.390, 0.313, 0.292, 0.272, 0.331, 0.264, 0.415]}

---

{"formula": "C4H6N2O", "method": "ωB97M-V/def2-TZVPD", "e_tot_ha": -340.760219, "charge": 0, "e_above_lowest_kj_mol": 91.08, "elements": ["N", "C", "C", "N", "C", "O", "C", "H", "H", "H", "H", "H", "H"], "positions_angstrom": [[1.377, 1.841, 0.138], [0.447, 0.791, 0.001], [-0.869, 0.890, -0.370], [-1.378, -0.403, -0.440], [-0.401, -1.284, -0.122], [-0.715, -2.606, -0.139], [0.757, -0.599, 0.159], [0.922, 2.726, 0.331], [2.046, 1.655, 0.875], [-1.484, 1.750, -0.591], [-2.311, -0.669, -0.705], [-0.111, -3.066, 0.455], [1.720, -1.026, 0.409]], "atomic_forces_ev_per_a": [[0.0, 0.0, 0.1], [-0.2, -0.1, 0.0], [0.1, 0.1, 0.0], [0.0, -0.2, 0.0], [0.0, 0.3, 0.0], [0.1, 0.0, 0.1], [0.0, 0.0, 0.0], [0.1, -0.1, -0.1], [-0.1, 0.0, -0.1], [0.1, -0.1, 0.0], [0.1, 0.1, 0.1], [-0.1, 0.0, -0.1], [-0.2, 0.0, 0.0]], "mulliken_charge": [-0.563, 0.891, -0.968, 0.024, 0.117, -0.530, -0.666, 0.242, 0.253, 0.352, 0.189, 0.325, 0.334]}

---

{"formula": "C4H6N2O", "method": "ωB97M-V/def2-TZVPD", "e_tot_ha": -340.591883, "charge": 0, "e_above_lowest_kj_mol": 533.05, "elements": ["C", "C", "C", "C", "N", "N", "O", "H", "H", "H", "H", "H", "H"], "positions_angstrom": [[2.416, -0.324, 0.090], [-0.852, -1.457, -0.206], [0.888, 1.281, -0.769], [2.268, 0.948, -0.517], [2.620, -1.390, 0.367], [-0.879, -1.526, -1.466], [0.453, 2.131, 0.200], [-0.487, -0.497, 0.200], [-1.130, -2.405, 0.256], [2.685, 1.763, 0.247], [2.903, 0.908, -1.464], [-0.807, -0.630, -2.015], [-0.522, 2.006, 0.270]], "atomic_forces_ev_per_a": [[-0.5, 1.8, -1.0], [0.5, 0.6, -1.8], [-3.1, 0.7, 0.6], [3.3, 3.5, 0.6], [0.6, -3.5, 1.4], [-1.2, 0.3, -1.4], [0.3, -1.9, -0.7], [-0.6, -0.7, 1.0], [0.5, 0.5, 0.9], [-0.3, -1.5, -1.5], [-0.9, 0.3, 1.1], [0.7, -0.9, 1.2], [0.8, 0.7, -0.6]], "mulliken_charge": [0.012, -0.216, -0.278, 0.141, -0.324, -0.510, -0.411, 0.106, 0.288, 0.218, 0.248, 0.323, 0.403]}